1.
The following is a quantum chemistry calculation of a structure of composition C25H35FGaN5OS at a distorted geometry, from the Open Molecules 2025 dataset.

```
69
Properties=species:S:1:pos:R:3:forces:R:3
Ga 0.6068 -0.6251 -0.7273 -1.31 -0.58 -0.13
C 2.7607 -3.6689 2.2859 -0.12 0.00 -0.19
C 2.5849 -2.3531 1.5240 0.12 -0.05 -0.07
C 3.9157 -1.9241 0.8934 -0.35 0.06 -0.08
C 2.0295 -1.2686 2.4274 -0.43 0.22 -0.33
C 2.7881 -0.8062 3.4928 -0.02 0.15 0.06
C 2.3310 0.2197 4.3037 -0.07 -0.10 -0.06
C 1.0982 0.7996 4.0610 0.12 0.03 -0.08
C 0.3047 0.3913 2.9993 0.12 -0.32 -0.04
C -1.0541 1.0293 2.8226 -0.07 -0.15 -0.17
C -2.1736 0.0475 3.1723 0.06 0.19 0.04
C -1.2824 1.6213 1.4293 -0.03 0.02 0.01
C 0.7742 -0.6628 2.1919 0.91 0.63 0.90
N -0.0630 -1.0895 1.1442 0.74 1.09 -2.65
C -0.5344 -2.3825 1.2073 -0.81 -1.09 -0.02
C -0.5465 -3.1350 2.3938 -0.13 0.34 -0.34
C -1.1696 -4.3675 2.4312 -0.07 -0.11 -0.11
C -1.7712 -4.9033 1.3000 0.11 0.17 -0.01
C -1.7734 -4.1829 0.1093 0.06 0.14 -0.12
C -1.1825 -2.9457 0.1044 0.32 0.01 0.53
F -1.1353 -2.1735 -1.0647 0.33 0.04 0.10
H 3.2525 -4.4025 1.6530 0.07 -0.12 -0.05
H 1.8010 -4.0770 2.5918 0.03 -0.04 0.08
H 3.3719 -3.5177 3.1708 0.10 0.00 0.10
H 1.8877 -2.5481 0.6877 0.07 0.01 0.26
H 4.6886 -1.8244 1.6472 0.15 0.09 0.07
H 3.8103 -0.9684 0.3702 0.12 0.02 0.05
H 4.2380 -2.6745 0.1754 0.10 -0.07 -0.07
H 3.7557 -1.2378 3.6953 0.12 -0.10 -0.01
H 2.9330 0.5685 5.1279 0.08 0.00 0.09
H 0.7445 1.5925 4.7006 -0.04 0.12 0.11
H -1.0994 1.8550 3.5357 0.04 -0.01 0.00
H -2.2405 -0.7432 2.4314 -0.04 -0.13 -0.07
H -3.1294 0.5616 3.2074 -0.17 0.06 0.00
H -1.9974 -0.4015 4.1440 -0.02 -0.09 0.16
H -1.5573 0.8423 0.7156 -0.03 0.01 0.06
H -0.3882 2.1379 1.0703 0.04 0.12 -0.03
H -2.1012 2.3374 1.4758 -0.05 0.12 -0.07
H -0.1160 -2.7074 3.2868 0.07 -0.04 0.03
H -1.1774 -4.9192 3.3598 -0.03 -0.04 0.03
H -2.2357 -5.8746 1.3405 -0.07 -0.09 -0.03
H -2.2229 -4.5667 -0.7908 -0.10 -0.08 -0.12
N -0.5415 0.6530 -1.9758 0.65 -0.74 0.84
C -1.2146 1.6087 -1.9095 0.40 -0.41 0.20
N -1.8939 2.6787 -1.8888 -0.02 0.11 -0.02
C -3.3417 2.7175 -1.6930 -0.96 0.25 -0.08
C -3.9624 3.5766 -2.8056 -0.09 -0.36 0.11
O -3.3517 4.8394 -2.8543 -0.08 0.16 0.06
C -1.9916 4.7422 -3.1677 0.36 -0.06 0.11
C -1.2491 3.9820 -2.0584 0.13 0.88 -0.30
H -3.5449 3.1838 -0.7241 0.09 -0.11 -0.04
H -3.7469 1.7065 -1.7066 0.06 0.02 0.03
H -5.0207 3.7445 -2.5979 0.12 -0.11 -0.02
H -3.8602 3.0662 -3.7754 -0.04 0.03 0.09
H -1.6054 5.7595 -3.2475 0.03 -0.12 0.00
H -1.8550 4.2238 -4.1296 0.02 0.07 0.05
H -1.3368 4.5383 -1.1186 0.04 -0.15 -0.07
H -0.1941 3.8471 -2.3062 -0.11 -0.03 0.05
C 1.8350 2.1269 -4.7258 -0.03 0.04 -0.35
N 2.0243 1.1685 -3.6506 0.13 -0.19 -0.07
C 1.8641 -0.1380 -3.7901 -0.27 0.49 0.10
N 1.4902 -0.6801 -4.9354 0.05 0.06 0.01
S 2.1933 -1.2139 -2.4710 -0.32 -0.15 1.42
H 1.9712 3.1309 -4.3371 -0.02 0.00 0.05
H 0.8280 2.0357 -5.1359 -0.01 0.05 0.00
H 2.5667 1.9794 -5.5244 -0.02 -0.02 0.05
H 2.4375 1.5059 -2.7923 -0.02 -0.27 -0.09
H 1.4003 -0.1526 -5.7914 0.05 0.03 0.01
H 1.3762 -1.6831 -4.9878 -0.03 0.11 0.01
```
Forces are in eV/Å.

Highest occupied orbital energy   -13.25 eV
2S+1   1
Total energy   -3744.9695 hartree
Total charge   +2
Energy above the lowest of the compared OMol25 structures with the same formula, charge and spin   32.5 kcal/mol

***

2.
The following is a quantum chemistry calculation of a cluster of 2 separate species, C3H10NOS in total at a distorted geometry, from the Open Molecules 2025 dataset.

```
16
Properties=species:S:1:pos:R:3:forces:R:3
C -0.2170 1.1233 -0.4773 -2.60 0.13 -1.34
C -0.8889 1.1779 0.8911 0.97 1.66 1.63
S 0.2607 1.5432 2.3308 -0.76 -0.52 -0.96
C -0.4052 -0.2547 -1.0778 0.81 -1.31 -0.09
N 0.8187 -0.8844 -1.6015 -0.21 -1.65 -0.13
H 0.8051 1.4061 -0.5853 0.70 0.39 0.66
H -0.8182 1.8112 -1.1503 0.89 -0.43 0.76
H -1.5937 0.3894 1.1636 0.43 -0.30 -0.33
H -1.5106 2.0817 0.9610 0.07 0.03 -0.03
H -1.1859 -0.2513 -1.8665 0.40 -0.02 0.43
H -0.6920 -0.9931 -0.2968 -0.52 0.75 -0.37
H 0.8437 -1.8381 -1.2583 0.16 0.09 -0.45
H 1.7737 -0.5714 -1.6475 -0.35 1.10 0.23
H 1.2842 -1.4811 0.8099 -0.26 0.35 0.08
H 0.3981 -1.3983 2.1248 0.41 -0.01 -0.51
O 1.1273 -1.8606 1.6801 -0.13 -0.26 0.42
```
Forces are in eV/Å.

<S²>   0.75
Highest occupied orbital energy (spin up / spin down)   -9.22 / -9.10 eV
2S+1   2
Total energy   -648.3961 hartree
Total charge   0
Energy above the lowest of the compared OMol25 structures with the same formula, charge and spin   24.0 kcal/mol

***

3.
The following is a quantum chemistry calculation of a cluster of 5 separate species, C31H77N4O12P in total, from the Open Molecules 2025 dataset.

```
125
Properties=species:S:1:pos:R:3:forces:R:3
C 3.8264 -1.4397 4.0274 0.57 -0.19 -0.04
C 3.9506 -0.4872 2.8761 0.13 0.02 -0.32
O 3.1440 -0.3856 1.9931 -0.26 0.12 0.02
O 5.0723 0.2830 2.9195 -0.20 0.06 0.80
C 4.8454 1.6785 2.6557 0.24 0.20 -0.36
C 3.9455 2.3216 3.6983 -0.12 0.04 0.01
C 3.2893 3.6115 3.2004 -0.05 -0.18 0.06
C 2.1169 4.0113 4.0931 0.21 0.03 0.10
P 0.5268 3.0061 3.7190 0.02 0.01 0.03
C -1.0267 1.9499 3.4016 -0.04 -0.15 0.15
O -1.2470 1.9269 2.0214 -0.13 0.10 -0.01
O -2.5710 1.3676 1.8249 0.03 -0.08 -0.03
H 4.7552 -1.4927 4.5909 -0.01 0.01 0.01
H 3.0470 -1.0754 4.6980 -0.07 -0.02 -0.11
H 3.5753 -2.4378 3.6761 -0.19 0.05 0.04
H 4.4556 1.8156 1.6463 -0.14 -0.11 0.05
H 5.8312 2.1360 2.6726 0.03 -0.08 -0.06
H 4.5205 2.5351 4.6040 -0.08 -0.10 0.04
H 3.1482 1.6250 3.9836 0.07 -0.04 -0.05
H 4.0302 4.4122 3.1381 -0.01 -0.02 -0.10
H 2.9216 3.4219 2.1828 0.04 0.17 -0.02
H 1.9057 5.0805 3.9958 -0.11 -0.04 -0.03
H 2.3803 3.8333 5.1428 -0.01 0.06 -0.02
H 0.4375 2.5624 5.0744 0.01 0.02 0.03
H -0.1899 4.1753 3.3643 0.01 0.00 -0.09
H 1.2034 2.2839 2.6896 -0.01 0.01 -0.02
H -1.8806 2.3918 3.9313 0.03 0.07 -0.05
H -0.8611 0.9384 3.8041 0.00 -0.02 -0.09
H -2.6395 1.4261 0.8611 0.04 0.09 -0.05
C 3.2206 -4.7994 10.8197 0.00 -0.04 0.04
O 2.1130 -5.2822 10.0894 0.05 0.06 -0.06
C 0.9519 -4.4650 10.1748 -0.07 -0.02 0.05
C 0.6075 -3.8891 8.8196 0.06 0.00 -0.04
N 1.6144 -2.9279 8.3977 0.02 -0.12 -0.02
C 1.4577 -2.4405 7.0342 0.04 0.08 0.05
C 1.6194 -3.4421 5.8968 -0.07 0.01 -0.09
O 2.9321 -3.9619 5.7706 -0.06 0.00 0.10
C 3.2037 -5.1154 6.5449 0.08 -0.02 -0.08
H 4.0103 -5.5436 10.7338 0.00 0.00 -0.01
H 3.5887 -3.8439 10.4296 -0.02 0.01 0.02
H 2.9746 -4.6685 11.8786 0.01 0.00 0.00
H 1.1050 -3.6608 10.9008 0.00 0.03 -0.03
H 0.1230 -5.0876 10.5228 0.02 -0.02 0.02
H -0.3602 -3.3822 8.8851 0.00 0.01 -0.02
H 0.4943 -4.7297 8.1200 -0.05 -0.01 0.02
H 2.5290 -3.3518 8.4947 0.01 0.03 0.00
H 2.1905 -1.6426 6.8858 -0.01 0.00 -0.02
H 0.4670 -1.9818 6.9440 0.00 -0.01 0.01
H 1.4054 -2.9188 4.9613 0.02 -0.02 -0.01
H 0.8985 -4.2652 5.9693 0.01 0.00 0.06
H 2.3088 -5.7305 6.6748 0.00 -0.01 0.01
H 3.6036 -4.8700 7.5328 -0.05 -0.01 0.02
H 3.9543 -5.6982 6.0112 0.00 0.00 0.00
C 7.0667 2.8076 -4.7777 0.01 -0.03 -0.04
O 8.0567 2.1285 -4.0351 -0.05 0.05 0.06
C 9.2455 2.8774 -3.8165 0.08 -0.01 -0.04
C 9.4333 3.1569 -2.3421 -0.06 0.00 0.03
N 8.4152 4.0761 -1.8585 -0.03 -0.11 -0.01
C 8.4108 4.2784 -0.4162 -0.02 0.08 -0.04
C 8.0640 3.0828 0.4632 0.06 0.01 0.09
O 6.7293 2.6364 0.3175 0.03 0.04 -0.10
C 6.5094 1.6656 -0.6895 -0.05 -0.04 0.08
H 6.2485 2.1074 -4.9365 0.00 0.00 0.01
H 6.6836 3.6875 -4.2489 0.02 0.02 -0.01
H 7.4487 3.1292 -5.7522 -0.01 0.00 0.00
H 9.2140 3.8155 -4.3790 0.00 0.02 0.04
H 10.0906 2.2871 -4.1817 -0.02 -0.01 -0.02
H 10.4186 3.6083 -2.1894 0.00 0.00 0.02
H 9.4265 2.1906 -1.8174 0.05 -0.01 -0.02
H 7.5063 3.7351 -2.1467 -0.01 0.03 0.01
H 7.6933 5.0723 -0.1948 0.01 0.00 0.01
H 9.3971 4.6492 -0.1168 0.01 -0.01 -0.01
H 8.1681 3.3997 1.5051 -0.02 -0.02 0.00
H 8.7567 2.2456 0.3144 -0.01 0.01 -0.06
H 7.3845 1.0227 -0.8205 0.00 0.00 -0.02
H 6.2587 2.1160 -1.6541 0.05 -0.01 -0.01
H 5.6684 1.0484 -0.3719 0.00 0.00 0.00
C -2.8868 0.0448 -1.7536 0.03 -0.02 0.15
O -3.0975 1.4340 -1.9065 -0.05 -0.04 0.02
C -2.4082 2.0194 -3.0070 0.08 0.06 0.00
C -3.3918 2.5390 -4.0308 -0.07 -0.04 0.01
N -4.0940 1.4410 -4.6744 -0.04 0.05 0.11
C -5.1811 1.8428 -5.5599 0.03 -0.13 -0.05
C -6.3849 2.5364 -4.9347 -0.04 0.08 -0.12
O -7.1338 1.7069 -4.0634 0.01 -0.05 0.03
C -6.7089 1.6864 -2.7155 -0.09 -0.01 0.01
H -3.3961 -0.2509 -0.8366 0.00 -0.05 -0.02
H -3.2969 -0.5407 -2.5832 0.03 0.05 -0.05
H -1.8218 -0.1863 -1.6517 0.00 -0.03 -0.01
H -1.7346 1.2882 -3.4634 -0.03 0.00 -0.03
H -1.8067 2.8493 -2.6267 0.00 -0.02 0.03
H -2.8439 3.1033 -4.7920 -0.01 0.00 -0.01
H -4.0649 3.2424 -3.5188 0.04 0.04 -0.01
H -4.4637 0.8283 -3.9579 0.00 -0.03 -0.03
H -5.5489 0.9487 -6.0673 -0.03 0.02 -0.01
H -4.7704 2.5018 -6.3325 0.01 0.01 0.01
H -7.0619 2.8091 -5.7480 -0.02 -0.02 0.01
H -6.1106 3.4656 -4.4194 0.05 -0.04 0.04
H -6.2790 2.6467 -2.4153 0.01 -0.01 0.01
H -5.9744 0.8991 -2.5197 0.04 0.04 -0.01
H -7.5856 1.4878 -2.0986 0.00 0.01 0.00
C -6.4169 -4.9770 -7.5420 0.00 -0.04 -0.03
O -7.7626 -4.6100 -7.7590 0.04 0.06 0.04
C -8.6184 -4.8303 -6.6441 -0.06 -0.07 0.01
C -9.1521 -3.5178 -6.1155 0.05 0.05 -0.02
N -8.0863 -2.7325 -5.5148 -0.02 0.00 -0.10
C -8.4675 -1.3800 -5.1234 0.15 -0.05 0.05
C -8.8551 -0.4069 -6.2281 -0.14 0.14 0.07
O -7.7868 -0.0704 -7.0973 0.04 -0.04 0.00
C -7.6056 -0.9248 -8.2086 0.02 0.07 -0.03
H -5.8888 -4.8304 -8.4826 0.00 0.01 0.00
H -5.9407 -4.3647 -6.7681 -0.01 -0.02 0.02
H -6.3317 -6.0293 -7.2512 0.01 0.00 0.00
H -8.0836 -5.3668 -5.8544 0.00 0.03 0.02
H -9.4539 -5.4529 -6.9761 0.02 -0.01 -0.02
H -9.9107 -3.7254 -5.3542 0.00 0.02 0.00
H -9.6522 -3.0023 -6.9485 -0.05 -0.03 0.01
H -7.3148 -2.6802 -6.1686 0.02 0.01 0.03
H -7.6264 -0.9381 -4.5850 -0.03 0.03 0.01
H -9.2993 -1.4470 -4.4141 -0.02 0.00 -0.02
H -9.1572 0.5258 -5.7464 0.04 0.01 -0.01
H -9.7128 -0.7602 -6.8143 0.04 -0.07 -0.01
H -8.5557 -1.3478 -8.5483 0.01 -0.01 0.00
H -6.9158 -1.7475 -7.9967 -0.04 -0.03 0.01
H -7.1803 -0.3277 -9.0155 0.00 0.00 0.00
```
Forces are in eV/Å.

Highest occupied orbital energy   -8.28 eV
2S+1   1
SMILES string   CC(=O)OCCCC[PH3]COO.COCCNCCOC.COCCNCCOC.COCCNCCOC.COCCNCCOC
Total energy   -2690.2035 hartree
Total charge   0
Energy above the lowest of the compared OMol25 structures with the same formula, charge and spin   0.0 kcal/mol